DFT (wB97M-V/def2-TZVPD) results for an isolated ion of composition CHN4O2 and charge -1 in a non-equilibrium geometry.

Structure (XYZ):
```
8
Properties=species:S:1:pos:R:3:mulliken_charge:R:1
C -2.14183 0.57570 -0.00349 0.307
N -3.27179 0.80791 -0.07660 -0.547
N -0.22244 -0.64730 -0.08254 -0.275
N -0.81886 0.52818 0.01043 -0.479
N 1.01101 -0.79837 0.02950 0.954
O 1.99423 0.28898 0.37985 -0.535
O 1.63840 -1.83177 -0.21675 -0.747
H 1.81128 1.07668 -0.04039 0.323
```

Computed properties:
E_LUMO   4.1 eV
SMILES   N#C/N=N/N([O-])O
Energy relative to the best compared isomer or geometry (same formula, charge and spin)   4.914 eV
Electronic energy   -11104.836 eV
Charge   -1
HOMO   -3.4821 eV
M   101.0 g mol⁻¹